# C5H6OS

The molecule C5H6OS in a non-equilibrium geometry (ωB97M-V/def2-TZVPD, the OMol25 dataset).

## Properties
LUMO level in eV: -0.305
M in g mol⁻¹: 114.2
Orbital gap in eV: 8.65
Energy above the lowest of the compared OMol25 structures with the same formula, charge and spin in kJ/mol: 101.5
Total charge: 0

CARTESIAN COORDINATES (ANGSTROEM)
O1 0.56843 2.10820 -0.38746
C1 0.17066 0.97889 0.31694
C2 -1.21742 0.53281 -0.03951
C3 -1.25546 -0.80319 -0.23727
C4 0.09977 -1.46049 -0.10622
C5 1.02048 -0.25911 0.05452
S1 2.62292 -0.23298 -0.10473
H1 1.53827 2.25359 -0.26897
H2 0.22503 1.19367 1.44981
H3 -2.06067 1.20915 -0.05488
H4 -2.14931 -1.40008 -0.47047
H5 0.35210 -2.02507 -0.91443
H6 0.08521 -2.09540 0.76266

Need the natural (NBO) charges? In units of e they are: -0.705 -0.021 -0.201 -0.159 -0.525 -0.036 0.059 0.486 0.184 0.226 0.217 0.235 0.240

***

# C5H6OS2

The molecule C5H6OS2 in a non-equilibrium geometry (ωB97M-V/def2-TZVPD, the OMol25 dataset).

## Properties
LUMO level in eV: -1.661
M in g mol⁻¹: 146.2
Orbital gap in eV: 7.26
Energy above the lowest of the compared OMol25 structures with the same formula, charge and spin in kJ/mol: 400.0
Total charge: 0

CARTESIAN COORDINATES (ANGSTROEM)
C1 0.82188 0.30563 -1.44231
C2 0.42070 0.05298 0.03964
C3 -0.30851 -1.01328 0.45959
C4 -0.94509 -1.94210 -0.35121
S1 -1.88807 -3.17006 0.39142
O1 0.99378 1.10860 0.96892
C5 0.00824 1.81926 1.51662
S2 -0.02347 3.34148 2.26208
H1 1.82719 1.06670 -1.53287
H2 1.12043 -0.65198 -1.77320
H3 -0.11686 0.92267 -2.06266
H4 -0.12325 -1.26571 1.64566
H5 -0.76221 -2.00238 -1.52151
H6 -1.02477 1.42818 1.39983

Need the natural (NBO) charges? In units of e they are: -0.701 0.405 -0.389 -0.277 0.026 -0.488 0.069 -0.077 0.264 0.230 0.258 0.267 0.234 0.179

***

# C5H6S

The molecule C5H6S in a non-equilibrium geometry (ωB97M-V/def2-TZVPD, the OMol25 dataset).

## Properties
LUMO level (alpha / beta) in eV: -1.750 / -1.754
M in g mol⁻¹: 98.2
Orbital gap (alpha / beta) in eV: 7.03 / 7.03
Energy above the lowest of the compared OMol25 structures with the same formula, charge and spin in kJ/mol: 535.7
Total charge: 0

CARTESIAN COORDINATES (ANGSTROEM)
C1 -1.82509 -1.32455 0.35313
C2 -2.08174 -0.20563 -0.27030
C3 0.29006 0.01496 0.24608
C4 0.29021 1.53085 -0.08744
C5 -0.75655 -0.71967 -0.54469
S1 -1.33538 2.23990 0.10548
H1 -2.07678 -2.24147 0.76974
H2 1.13815 -0.37324 -0.10499
H3 0.08904 -0.19760 1.23764
H4 0.89867 2.03468 0.60632
H5 0.60542 1.90988 -1.09082
H6 -0.46778 -1.20756 -1.45878

Need the natural (NBO) charges? In units of e they are: -0.240 0.092 -0.414 -0.575 -0.286 0.107 0.234 0.212 0.217 0.238 0.222 0.193